No. 1
The following is a DFT calculation (wB97M-V/def2-TZVPD) of the molecule C15H18N4O3S3 in a non-equilibrium geometry.

The geometry in XYZ format:
```
43
Properties=species:S:1:pos:R:3:forces:R:3
C 1.973 0.400 -5.789 0.18 -0.09 -0.14
C 0.741 0.456 -4.979 -0.46 -0.80 -0.10
N 0.376 1.451 -4.262 1.51 0.69 -0.65
N -0.765 1.288 -3.612 -1.32 -0.15 0.60
C -1.313 0.142 -3.820 0.32 -0.53 -0.48
S -2.781 -0.417 -3.108 -0.51 -0.18 0.14
C -3.290 1.025 -2.111 0.07 -0.04 -0.48
H -3.858 1.689 -2.763 0.10 0.00 0.22
H -3.956 0.617 -1.349 0.01 -0.02 -0.01
C -2.189 1.873 -1.478 -0.37 0.06 0.10
O -2.240 3.077 -1.614 -0.13 0.23 -0.03
N -1.246 1.258 -0.738 0.21 -0.02 0.32
C -1.192 -0.128 -0.340 -0.11 -0.28 0.29
H -2.078 -0.670 -0.665 0.11 0.06 0.04
C -1.089 -0.208 1.192 -0.28 -0.45 -0.37
N 0.004 0.581 1.711 1.04 -0.40 0.21
S 1.502 -0.186 1.606 -0.49 -0.03 0.35
O 2.507 0.804 1.847 -0.04 0.18 0.20
O 1.608 -0.992 0.418 -0.09 -0.18 0.21
C 1.373 -1.266 3.026 0.02 0.20 -0.50
C 1.325 -0.687 4.279 0.03 0.05 0.18
C 1.209 -1.500 5.394 0.02 0.12 -0.07
C 1.141 -2.877 5.241 0.00 -0.08 -0.03
C 1.193 -3.446 3.978 0.00 0.01 0.05
C 1.310 -2.635 2.860 0.04 -0.03 -0.20
H 1.362 -3.042 1.862 -0.01 -0.10 -0.09
H 1.144 -4.518 3.865 0.00 -0.08 -0.02
H 1.052 -3.510 6.111 -0.01 -0.05 0.07
H 1.173 -1.063 6.381 0.00 0.05 0.07
H 1.388 0.386 4.359 -0.02 0.15 0.13
C -0.030 1.958 1.257 0.34 0.48 -0.34
H 0.884 2.434 1.611 -0.15 0.18 -0.02
C -0.111 2.029 -0.267 -0.01 0.35 0.11
H -0.238 3.055 -0.612 0.09 -0.13 0.04
H 0.805 1.605 -0.695 -0.01 0.06 -0.04
H -0.899 2.444 1.710 0.06 -0.06 -0.01
H -0.926 -1.243 1.499 -0.22 -0.06 0.00
H -2.014 0.159 1.649 0.07 -0.06 0.00
H -0.301 -0.599 -0.770 -0.22 -0.01 -0.06
S -0.401 -0.894 -4.908 0.05 0.91 0.42
H 2.618 -0.405 -5.439 0.09 0.00 -0.03
H 1.731 0.211 -6.834 0.07 0.02 -0.07
H 2.498 1.347 -5.702 0.01 0.02 0.00
```
Positions in Å, forces in eV/Å.

As for the energy above the lowest of the compared OMol25 structures with the same formula, charge and spin: 1.90 kcal/mol. Its HOMO energy is -8.6561 eV. As for the SMILES: Cc1nnc(SCC(=O)N2CCN(S(=O)(=O)c3ccccc3)CC2)s1. For the gap between HOMO and LUMO, the calculation gives 9.1 eV.

---

No. 2
The following is a DFT calculation (wB97M-V/def2-TZVPD) of a cluster of 2 separate species, C15H18NO5 in total.

The geometry in XYZ format:
```
39
Properties=species:S:1:pos:R:3:forces:R:3
C -2.218 -2.608 -0.997 0.04 0.15 -0.21
C -1.420 -1.550 -1.752 -0.10 0.02 0.01
C 0.093 -1.737 -1.639 0.02 0.00 0.01
C 0.887 -1.040 -2.741 -0.13 -0.02 -0.01
O 1.970 -0.224 -2.176 0.03 -0.21 0.02
C 1.787 1.081 -2.152 -0.10 -0.05 0.28
C 2.054 1.922 -3.212 0.10 0.20 -0.22
C 1.890 3.283 -3.045 -0.02 -0.06 -0.05
C 1.444 3.797 -1.824 0.14 0.38 -0.47
C 1.187 2.935 -0.810 -0.07 -0.25 0.41
N 1.363 1.613 -0.993 -0.20 -0.08 -0.03
H -3.280 -2.497 -1.207 -0.04 0.00 0.08
H -1.920 -3.602 -1.328 0.01 -0.10 0.08
H -2.080 -2.535 0.081 0.00 -0.13 0.04
H -1.696 -0.555 -1.385 -0.01 0.09 -0.08
H -1.716 -1.574 -2.803 0.04 -0.03 -0.04
H 0.324 -2.801 -1.650 0.05 -0.05 0.02
H 0.458 -1.357 -0.681 0.01 -0.11 0.04
H 0.250 -0.390 -3.345 0.01 0.07 0.00
H 1.378 -1.744 -3.404 0.07 -0.02 -0.02
H 2.413 1.475 -4.127 0.01 0.08 -0.09
H 2.114 3.947 -3.868 -0.01 0.06 0.00
H 1.311 4.856 -1.670 0.01 0.06 -0.04
H 0.850 3.241 0.168 -0.02 -0.01 0.05
H 1.156 0.976 -0.218 0.25 -0.05 0.13
C -0.847 -0.619 1.911 -0.08 0.01 -0.14
C 0.299 -0.071 2.307 -0.01 -0.08 -0.01
C 0.605 0.243 3.748 -0.16 -0.03 0.21
O 1.691 0.759 3.949 0.08 0.02 -0.01
C -0.383 -0.071 4.751 0.15 0.08 0.07
C -1.544 -0.631 4.371 0.01 0.01 0.03
C -1.851 -0.941 2.923 0.14 0.02 -0.17
O -2.919 -1.451 2.667 -0.07 -0.01 0.05
O -2.508 -0.954 5.208 0.01 0.00 0.06
O 1.313 0.265 1.493 -0.11 0.03 -0.18
H -1.078 -0.855 0.880 0.02 0.05 0.08
H -0.156 0.155 5.782 -0.03 -0.02 0.01
H -3.234 -1.348 4.689 -0.01 0.00 -0.04
H 2.014 0.605 2.098 -0.01 0.00 0.11
```
Positions in Å, forces in eV/Å.

Its HOMO energy is -12.4069 eV. For the gap between HOMO and LUMO, the calculation gives 8.3 eV. As for the net charge: +1.

---

No. 3
The following is a DFT calculation (wB97M-V/def2-TZVPD) of a cluster of 2 separate species, C15H18O2 in total in a non-equilibrium geometry.

The geometry in XYZ format:
```
35
Properties=species:S:1:pos:R:3:forces:R:3
C 3.149 -2.589 1.635 -0.22 0.66 -0.29
C 1.996 -0.845 -1.518 0.84 -1.42 0.78
C 2.320 0.469 -1.174 -0.95 -0.11 -1.95
C 2.317 -1.845 -0.613 1.18 0.86 0.69
C 2.930 -1.487 0.609 -0.27 -0.32 0.76
C 2.953 0.829 -0.019 -0.15 -0.21 1.18
C 3.241 -0.167 0.936 -0.49 -0.38 -1.41
O 1.840 1.404 -2.087 -0.31 0.51 0.50
H 1.635 -1.197 -2.478 -0.26 0.80 -0.06
H 2.290 -2.908 -0.837 -0.53 0.17 -0.12
H 3.086 1.876 0.216 0.17 0.06 -0.16
H 2.487 1.677 -2.731 0.50 0.01 -0.12
H 3.484 -2.145 2.578 0.34 -0.31 -0.19
H 3.857 -3.312 1.212 -0.19 -0.08 0.52
H 3.693 0.071 1.888 0.01 0.06 0.02
H 2.177 -3.041 1.859 0.26 -0.30 -0.14
C -1.799 -1.157 -0.561 0.63 0.07 -0.04
C -1.220 -1.621 0.804 0.01 -0.35 -0.30
C -2.181 0.306 -0.524 -0.82 -0.54 0.59
C -3.511 0.714 -0.763 0.97 0.03 -0.53
C -1.278 1.187 0.058 -0.01 0.69 -0.52
C -3.902 2.020 -0.506 0.79 -0.27 -0.47
C -1.688 2.464 0.422 -0.24 -0.50 -0.44
C -2.976 2.857 0.110 -1.07 0.07 1.04
O -3.361 4.034 0.696 0.77 0.63 -0.03
H -0.994 -1.370 -1.283 -0.44 0.30 -0.17
H -2.674 -1.734 -0.847 0.02 -0.19 -0.04
H -0.253 -2.115 0.634 -0.18 0.15 0.23
H -4.209 0.032 -1.249 0.14 0.03 0.21
H -0.244 0.866 0.163 -0.15 0.10 0.34
H -4.849 2.377 -0.879 -0.28 0.12 0.39
H -1.122 3.167 1.003 0.52 0.06 -0.03
H -4.252 4.301 0.496 -0.54 -0.18 -0.34
H -1.871 -2.350 1.286 -0.05 0.08 0.12
H -1.069 -0.768 1.469 -0.01 -0.30 0.00
```
Positions in Å, forces in eV/Å.

As for the energy above the lowest of the compared OMol25 structures with the same formula, charge and spin: 25.41 kcal/mol. Its HOMO energy is -8.0261 eV. As for the SMILES: CCc1ccc(O)cc1.Cc1ccc(O)cc1. For the gap between HOMO and LUMO, the calculation gives 8.9 eV.

---

No. 4
The following is a DFT calculation (wB97M-V/def2-TZVPD) of a cluster of 2 separate species, C15H18O2 in total in a non-equilibrium geometry.

The geometry in XYZ format:
```
35
Properties=species:S:1:pos:R:3:forces:R:3
C -0.500 -2.512 -0.186 0.67 0.57 0.72
C -0.817 -1.298 3.908 0.52 0.71 0.30
C -1.647 -0.718 2.963 0.23 -0.04 0.12
C 0.155 -2.216 3.541 -0.49 -0.82 -0.61
C -1.493 -1.045 1.621 0.04 0.19 0.83
C 0.294 -2.544 2.197 -0.86 -0.27 0.39
C -0.578 -2.019 1.252 0.52 0.39 -1.22
O -0.748 -0.815 5.201 -0.55 -0.51 0.30
H -2.389 -0.002 3.297 0.09 0.21 -0.14
H -1.627 -0.588 5.537 0.19 0.01 -0.22
H 0.601 -2.882 4.262 0.56 0.57 0.40
H -2.017 -0.417 0.915 -0.32 -0.47 -0.38
H 0.991 -3.316 1.898 0.07 0.00 0.02
H -1.120 -1.910 -0.835 -0.61 -0.30 -0.03
H -0.742 -3.571 -0.159 -0.17 -0.04 -0.54
H 0.502 -2.365 -0.600 0.08 -0.31 0.19
C -0.583 3.444 -1.394 0.85 0.11 0.29
C -1.219 4.050 -2.642 -0.86 -1.25 0.57
C 0.185 2.182 -1.729 -0.48 0.68 -0.06
C 1.555 2.240 -1.927 0.38 -0.68 0.18
C -0.499 1.002 -1.995 0.71 -0.67 0.78
C 2.261 1.112 -2.347 -0.82 0.49 -0.34
C 0.196 -0.141 -2.389 -0.65 0.78 -0.13
C 1.562 -0.065 -2.564 0.57 -0.49 -0.48
O 2.207 -1.209 -2.984 -0.03 0.09 -0.19
H 0.132 4.167 -1.004 0.12 0.10 0.17
H -1.278 3.265 -0.570 -0.30 -0.02 -0.26
H -1.850 4.890 -2.379 0.28 0.54 -0.23
H 2.121 3.124 -1.660 -0.15 0.23 -0.27
H -1.534 0.896 -1.687 -0.19 0.22 -0.49
H 3.276 1.217 -2.691 0.43 -0.18 0.40
H -0.367 -1.020 -2.660 0.26 -0.27 0.12
H 3.048 -0.971 -3.394 -0.11 -0.04 0.20
H -1.907 3.298 -3.034 -0.05 0.00 -0.26
H -0.470 4.212 -3.404 0.07 0.50 -0.11
```
Positions in Å, forces in eV/Å.

As for the energy above the lowest of the compared OMol25 structures with the same formula, charge and spin: 20.60 kcal/mol. Its HOMO energy is -8.3248 eV. As for the SMILES: CCc1ccc(O)cc1.Cc1ccc(O)cc1. For the gap between HOMO and LUMO, the calculation gives 9.1 eV.